1.
# C5H11N

A structure of composition C5H11N (ωB97M-V with the def2-TZVPD basis set, the OMol25 dataset).

Values from the calculation:
Molecular weight (Da): 85.150
Energy (eV): -6848.0697
Relative energy (zero: lowest compared OMol25 entry of this formula, charge and spin) (kcal/mol): 125.9
HOMO (eV): -7.5
LUMO level (eV): 0.8772
Kohn-Sham gap (eV): 8.3414

XYZ file:
```
17
Properties=species:S:1:pos:R:3:forces:R:3
C -0.0574 1.0518 -1.3617 0.105 0.106 -0.039
H 2.2185 0.9284 0.9478 -0.141 -0.005 0.042
H 1.3738 0.3990 2.4128 -0.013 -0.003 -0.165
C 1.2312 0.7527 1.3834 -0.015 0.060 -0.068
H -1.0579 0.1935 -0.9542 0.067 -0.004 0.008
H -0.4798 1.1434 -2.3737 0.002 -0.095 0.216
H -2.3655 -1.5134 -0.3632 0.076 0.134 0.001
C 0.5409 -1.6210 0.0461 0.115 -0.215 -0.162
C 0.5039 -0.2484 0.5712 -0.125 -0.053 0.158
H 0.6903 1.7031 1.4138 0.057 -0.128 0.008
C -1.8120 -0.6262 -0.0509 -0.212 -0.080 0.076
H 0.5830 -1.7294 -1.0421 -0.015 0.047 0.131
H 0.8769 -2.4905 0.6137 -0.029 0.173 -0.058
H 1.0173 0.8981 -1.5030 -0.136 0.011 0.024
H -2.4288 0.0782 0.5126 0.069 -0.060 -0.111
H -0.2115 2.0143 -0.8598 0.053 -0.180 -0.025
N -0.6228 -0.9335 0.6073 0.141 0.291 -0.037
```
Positions in Å, forces in eV/Å.

---

2.
# C5H7NO

The molecule C5H7NO (ωB97M-V with the def2-TZVPD basis set, the OMol25 dataset).

Values from the calculation:
Molecular weight (Da): 97.117
Energy (eV): -8835.5833
Relative energy (zero: lowest compared OMol25 entry of this formula, charge and spin) (kcal/mol): 14.3
HOMO (eV): -7.8
LUMO level (eV): 0.9794
Kohn-Sham gap (eV): 8.7355
SMILES: Cc1coc(N)c1

XYZ file:
```
14
Properties=species:S:1:pos:R:3:forces:R:3
H -0.7430 -2.3384 -0.2505 0.044 0.164 0.023
C -2.2692 0.2555 0.1254 -0.056 0.002 -0.005
C -0.3095 -1.3511 -0.1941 -0.280 0.031 0.025
C 1.4027 0.0013 -0.1513 -0.112 0.100 0.056
N 2.7696 0.2549 -0.2092 -0.038 0.053 0.097
H 0.2799 1.8630 0.0801 0.022 -0.172 0.010
O 1.0599 -1.2984 -0.2644 0.125 0.098 0.019
C -0.8288 -0.1103 -0.0543 0.030 -0.174 0.011
H -2.4253 0.7377 1.0976 0.017 -0.060 -0.149
H 2.9776 1.2258 -0.0181 -0.026 -0.091 -0.034
C 0.2998 0.7868 -0.0316 0.099 -0.005 0.007
H -2.9082 -0.6323 0.0875 0.105 0.130 -0.016
H 3.2874 -0.3402 0.4276 0.004 0.024 -0.128
H -2.6103 0.9544 -0.6460 0.066 -0.099 0.085
```
Positions in Å, forces in eV/Å.

---

3.
# C5H15N4

A structure of composition C5H15N4 at a distorted geometry (ωB97M-V with the def2-TZVPD basis set, the OMol25 dataset).

Values from the calculation:
Molecular weight (Da): 131.203
Energy (eV): -11380.2792
Total charge: +1
Relative energy (zero: lowest compared OMol25 entry of this formula, charge and spin) (kcal/mol): 40.3
HOMO (eV): -12.9
LUMO level (eV): -2.5615
Kohn-Sham gap (eV): 10.3273

XYZ file:
```
24
Properties=species:S:1:pos:R:3:forces:R:3
H 0.2285 -0.8649 3.8776 0.561 0.490 -0.058
H -1.9009 1.1033 -1.4733 -0.191 0.069 0.479
H 1.9942 0.1260 -4.6850 -0.278 0.020 -5.270
N -1.1194 0.5762 -1.8138 -0.246 0.779 -1.504
H -2.5219 1.3388 1.0201 -1.109 -0.285 -0.099
H -0.9515 0.7687 -2.8196 0.238 -0.636 1.004
H 0.5731 0.9243 3.7195 -1.068 -1.232 -0.791
N 2.0951 0.0156 -3.7714 3.782 1.677 6.832
N 0.7619 -0.6536 -1.3411 0.559 -0.369 2.139
H -1.7865 -1.3731 2.1379 -0.045 -0.472 0.568
C -0.0233 0.0392 3.2934 4.155 -0.319 0.267
H 2.9864 -0.5479 -3.5288 -1.951 0.786 -1.154
H 1.0148 -0.7970 -2.3124 0.374 0.333 -0.346
H -1.0938 1.9552 1.6807 -0.449 -0.719 -0.694
C -0.3001 0.0170 -0.9676 -0.315 -0.473 2.595
H 1.4297 -0.9409 -0.5780 -1.161 0.264 -1.487
H -1.0249 0.0619 3.4845 -2.726 0.973 0.333
C -0.8840 0.0926 0.9389 2.904 -0.040 -3.585
N -1.5591 1.1932 1.1633 -0.105 2.984 1.126
H -0.9007 -1.9799 0.7107 0.334 -2.344 -1.796
C 0.2303 -0.3435 1.8183 -2.431 -0.464 1.243
H 2.4983 1.0150 -3.4702 -1.470 -2.544 -0.655
C -0.9979 -1.2687 1.4241 0.714 1.893 1.029
H 1.2518 -0.4577 1.4921 -0.076 -0.371 -0.177
```
Positions in Å, forces in eV/Å.

---

4.
# C3H11NO4

A structure of composition C3H11NO4 at a distorted geometry (ωB97M-V with the def2-TZVPD basis set, the OMol25 dataset).

Values from the calculation:
Molecular weight (Da): 125.124
Energy (eV): -12968.1016
Relative energy (zero: lowest compared OMol25 entry of this formula, charge and spin) (kcal/mol): 68.2
HOMO (eV): -9.1
LUMO level (eV): 0.2876
Kohn-Sham gap (eV): 9.3788

XYZ file:
```
19
Properties=species:S:1:pos:R:3:forces:R:3
N -0.6062 0.3482 -0.4796 -1.943 -1.914 0.221
H 0.4096 1.4906 1.5140 -1.228 0.457 -0.217
C -0.3374 -0.8895 -1.3321 1.276 1.400 -0.397
H -0.3231 1.9581 -1.7506 0.815 -0.532 -1.411
H 0.0156 -1.6122 2.6594 0.643 -2.595 2.020
H -0.3212 -0.6178 -2.3681 -0.371 0.346 -0.686
H 0.4053 -0.1685 2.2810 -0.927 -0.237 -0.149
H -2.0169 1.4587 -1.8646 0.181 -0.395 0.513
H -1.3371 0.0093 0.2030 1.005 0.887 -0.917
C -1.1218 1.4866 -1.2214 0.651 2.063 1.268
O 1.0411 1.1325 2.1332 2.500 0.198 -1.840
H -1.1166 2.3665 -0.5108 -1.248 -0.948 -0.125
H 0.3660 -1.2069 1.0290 1.583 -1.053 -1.623
C 1.1371 -1.2721 -1.0242 1.466 -0.973 -0.738
O 2.1226 -1.3564 -1.7887 -2.909 0.551 0.803
H -1.0959 -1.6744 -1.2081 0.544 0.042 0.307
O -0.2528 -0.9585 2.0815 -0.187 2.542 -1.366
H 1.7604 1.0289 1.4137 -0.877 -0.229 1.909
O 1.2713 -1.5234 0.2336 -0.973 0.389 2.428
```
Positions in Å, forces in eV/Å.

---

> Which value of molecular weight does entry 3 give?

131.203 Da

---

> Which formula does entry 4 have?

C3H11NO4